The following is a DFT calculation (wB97M-V/def2-TZVPD) of C30H21CaN10O3 as an isolated structure.

Calculated values
- HOMO level (eV) = -4.6
- net charge = -1
- energy relative to the best compared isomer or geometry (same formula, charge and spin) (kJ/mol) = 135.5

Last column: Mulliken charge in e.
CARTESIAN COORDINATES (ANGSTROEM)
Ca (0.10, -1.16, -0.36)  3.11
O (-4.38, -0.60, -0.90)  -0.74
C (-4.74, -0.48, 0.39)  0.30
C (-6.09, -0.22, 0.66)  -0.67
C (-6.53, -0.10, 1.96)  -0.25
C (-5.63, -0.22, 3.03)  -0.75
C (-4.30, -0.47, 2.75)  -0.33
C (-3.83, -0.60, 1.45)  0.04
C (-2.38, -0.86, 1.18)  0.88
O (-2.04, -1.17, -0.04)  -1.18
N (-1.57, -0.73, 2.21)  -0.82
N (-0.22, -0.95, 1.86)  0.19
C (0.67, -0.72, 2.75)  -0.95
C (2.12, -0.82, 2.51)  1.04
C (2.95, -0.41, 3.55)  -0.57
C (4.33, -0.37, 3.43)  -0.82
C (4.89, -0.77, 2.22)  -0.34
C (4.11, -1.22, 1.18)  -0.72
C (2.70, -1.27, 1.27)  0.15
O (1.98, -1.72, 0.29)  -0.76
H (-3.43, -0.85, -0.89)  0.37
H (-6.77, -0.13, -0.18)  0.42
H (-7.58, 0.08, 2.16)  0.35
H (-5.97, -0.13, 4.05)  0.38
H (-3.58, -0.56, 3.55)  0.45
H (0.34, -0.42, 3.74)  0.28
H (2.49, -0.09, 4.48)  0.37
H (4.94, -0.01, 4.25)  0.39
H (5.97, -0.73, 2.09)  0.36
H (4.55, -1.55, 0.24)  0.39
N (-0.16, 3.45, -0.56)  -0.05
C (0.13, 2.18, 0.02)  -1.05
N (0.21, 1.09, -0.89)  -0.11
C (0.49, 1.32, -2.17)  0.14
N (0.71, 0.36, -3.11)  -1.29
N (0.49, -0.88, -2.61)  0.33
C (0.90, -1.93, -3.21)  -0.90
C (0.68, -3.25, -2.56)  1.04
C (1.23, -4.42, -3.06)  -0.90
C (1.04, -5.61, -2.39)  -0.16
C (0.27, -5.62, -1.23)  -0.92
C (-0.27, -4.43, -0.81)  -0.07
N (-0.09, -3.27, -1.45)  -0.18
C (0.59, 2.70, -2.70)  0.60
C (0.96, 2.98, -4.01)  -0.10
C (0.99, 4.28, -4.48)  -0.84
C (0.65, 5.32, -3.62)  -0.38
C (0.29, 5.06, -2.31)  -0.84
C (0.26, 3.75, -1.84)  0.10
H (-0.25, 4.22, 0.08)  0.27
H (-0.63, 1.96, 0.77)  0.39
H (1.47, -1.88, -4.14)  0.31
H (1.83, -4.38, -3.96)  0.38
H (1.48, -6.52, -2.76)  0.41
H (0.11, -6.53, -0.67)  0.37
H (-0.90, -4.38, 0.07)  0.46
H (1.21, 2.15, -4.65)  0.46
H (1.28, 4.49, -5.50)  0.38
H (0.66, 6.35, -3.97)  0.37
H (0.01, 5.87, -1.64)  0.33
N (1.43, 2.31, 0.81)  -0.11
C (1.85, 2.76, 1.81)  0.68
N (2.42, 3.37, 2.72)  -0.63
C (2.67, 3.20, 4.00)  0.50
N (2.91, 3.16, 5.13)  -0.55

=====

The following is a DFT calculation (wB97M-V/def2-TZVPD) of C30H21ClN7OOs as an isolated structure.

Calculated values
- HOMO level (alpha / beta) (eV) = -16.3 / -16.3
- net charge = +3

Last column: Mulliken charge in e.
CARTESIAN COORDINATES (ANGSTROEM)
Os (-0.01, 0.31, 0.43)  1.42
N (-1.49, -1.25, -3.26)  0.17
C (-0.70, -0.95, -2.26)  -0.18
N (-1.11, -0.31, -1.17)  -0.43
C (-2.48, 0.00, -1.02)  0.51
N (-2.92, 0.51, 0.08)  -1.31
N (-1.92, 0.66, 1.00)  0.63
C (-2.14, 1.10, 2.18)  -0.33
C (-0.96, 1.11, 3.04)  0.79
C (-1.00, 1.49, 4.37)  -0.93
C (0.17, 1.43, 5.12)  -0.38
C (1.34, 0.97, 4.53)  -0.95
C (1.31, 0.60, 3.20)  0.13
N (0.20, 0.68, 2.46)  -0.19
C (-3.37, -0.28, -2.13)  0.56
C (-4.73, 0.05, -2.10)  -0.38
C (-5.53, -0.25, -3.19)  -0.82
C (-4.99, -0.89, -4.31)  -0.48
C (-3.65, -1.23, -4.35)  -0.93
C (-2.86, -0.92, -3.26)  0.17
H (-1.10, -1.71, -4.07)  0.34
H (0.35, -1.23, -2.34)  0.55
H (-3.12, 1.39, 2.53)  0.48
H (-1.92, 1.83, 4.82)  0.54
H (0.16, 1.72, 6.16)  0.48
H (2.26, 0.90, 5.08)  0.47
H (2.20, 0.24, 2.69)  0.54
H (-5.13, 0.55, -1.23)  0.51
H (-6.57, 0.01, -3.17)  0.47
H (-5.63, -1.12, -5.15)  0.44
H (-3.23, -1.73, -5.22)  0.43
Cl (4.32, 5.66, -1.85)  -0.11
C (3.09, 4.61, -1.33)  0.06
C (1.80, 5.12, -1.08)  -0.57
C (0.81, 4.27, -0.65)  -0.68
C (1.06, 2.90, -0.47)  0.03
O (0.05, 2.17, -0.05)  -0.71
C (2.36, 2.39, -0.73)  0.59
C (2.73, 1.01, -0.56)  0.56
N (1.93, 0.06, -0.16)  0.67
C (2.40, -1.29, 0.00)  0.91
C (3.63, -1.77, -0.39)  -1.03
C (3.97, -3.12, -0.14)  -1.16
C (3.10, -3.96, 0.48)  -0.79
C (1.82, -3.51, 0.87)  0.46
C (0.86, -4.34, 1.49)  -0.62
C (-0.37, -3.83, 1.83)  -1.10
C (-0.65, -2.49, 1.54)  -0.05
N (0.23, -1.68, 0.96)  0.18
C (1.47, -2.17, 0.62)  0.45
C (3.36, 3.26, -1.16)  -1.18
H (1.62, 6.17, -1.22)  0.47
H (-0.19, 4.64, -0.44)  0.55
H (3.76, 0.77, -0.78)  0.27
H (4.35, -1.15, -0.89)  0.47
H (4.95, -3.47, -0.46)  0.46
H (3.37, -4.99, 0.67)  0.49
H (1.11, -5.37, 1.70)  0.49
H (-1.12, -4.44, 2.30)  0.47
H (-1.61, -2.06, 1.78)  0.56
H (4.36, 2.90, -1.36)  0.53

=====

The following is a DFT calculation (wB97M-V/def2-TZVPD) of a 2-piece molecular cluster, C30H21F3NO3S overall.

Calculated values
- HOMO level (eV) = -3.2
- net charge = -1

Last column: Mulliken charge in e.
CARTESIAN COORDINATES (ANGSTROEM)
N (-6.98, -2.80, 0.67)  -0.57
C (-5.87, -2.64, 0.34)  0.02
C (-4.50, -2.44, -0.02)  0.43
C (-3.52, -3.40, 0.29)  -0.61
C (-2.18, -3.15, 0.02)  -0.52
C (-1.75, -1.92, -0.55)  1.00
C (-0.34, -1.62, -0.77)  0.05
C (0.10, -0.77, -1.72)  -0.42
C (1.51, -0.74, -2.19)  0.01
C (1.77, -0.43, -3.65)  0.19
C (0.74, -0.40, -4.62)  -0.19
C (1.01, -0.17, -5.97)  -0.72
C (2.34, -0.01, -6.41)  -0.31
C (3.37, -0.07, -5.47)  -0.54
C (3.09, -0.27, -4.11)  -0.32
O (2.45, -1.01, -1.43)  -0.67
C (-2.76, -1.01, -0.95)  -0.28
C (-4.10, -1.26, -0.67)  -0.72
H (-3.83, -4.34, 0.75)  0.42
H (-1.43, -3.92, 0.22)  0.39
H (0.38, -2.25, -0.20)  0.32
H (-0.57, -0.05, -2.21)  0.41
H (-0.29, -0.56, -4.28)  0.40
H (0.19, -0.11, -6.69)  0.35
H (2.56, 0.17, -7.47)  0.37
H (4.41, 0.05, -5.78)  0.36
H (3.91, -0.30, -3.38)  0.45
H (-2.49, -0.10, -1.49)  0.30
H (-4.86, -0.53, -0.95)  0.39
F (6.78, 1.72, 1.86)  -0.29
C (5.99, 1.72, 0.73)  0.92
F (6.32, 2.84, 0.02)  -0.29
F (6.37, 0.64, -0.02)  -0.26
C (4.53, 1.66, 1.07)  0.24
C (3.56, 2.23, 0.24)  -0.71
C (2.22, 2.05, 0.54)  -0.77
C (1.79, 1.28, 1.66)  1.30
C (0.41, 1.04, 1.88)  -0.80
S (-0.20, 0.46, 3.40)  1.30
C (-2.00, 0.77, 3.37)  -0.38
C (-2.56, 1.88, 4.02)  -0.26
C (-3.96, 2.04, 4.04)  -0.48
C (-4.79, 1.10, 3.43)  -0.53
C (-4.22, -0.02, 2.81)  -0.54
C (-2.83, -0.17, 2.76)  -0.14
O (-0.07, -0.98, 3.54)  -0.66
O (0.23, 1.31, 4.48)  -0.72
C (2.82, 0.79, 2.52)  -0.57
C (4.16, 0.95, 2.21)  -1.04
H (3.88, 2.80, -0.64)  0.38
H (1.45, 2.53, -0.07)  0.30
H (-0.33, 1.64, 1.37)  0.41
H (-1.93, 2.62, 4.51)  0.41
H (-4.40, 2.90, 4.55)  0.34
H (-5.87, 1.22, 3.44)  0.37
H (-4.86, -0.78, 2.36)  0.39
H (-2.38, -1.03, 2.26)  0.44
H (2.59, 0.31, 3.47)  0.32
H (4.92, 0.52, 2.87)  0.34

=====

The following is a DFT calculation (wB97M-V/def2-TZVPD) of C30H22BrN5RuS7 as an isolated structure.

Calculated values
- multiplicity = 6
- expectation value of S² = 8.768
- HOMO level (alpha / beta) (eV) = -4.6 / -5.3
- net charge = -1
- energy relative to the best compared isomer or geometry (same formula, charge and spin) (kJ/mol) = 7.5

Last column: Mulliken spin population.
CARTESIAN COORDINATES (ANGSTROEM)
Ru (-0.01, -0.11, 1.54)  3.85
C (-0.83, -2.09, -1.17)  -0.01
N (-0.85, -1.96, 0.28)  0.01
C (-1.57, -2.74, 1.01)  0.06
C (-1.70, -2.49, 2.41)  -0.04
C (-2.35, -3.18, 3.42)  0.05
C (-2.13, -2.44, 4.60)  0.00
C (-1.36, -1.34, 4.24)  0.02
N (-1.11, -1.36, 2.92)  0.11
C (-1.60, -3.25, -1.75)  0.01
C (-2.95, -3.10, -2.07)  0.00
C (-3.68, -4.17, -2.58)  0.00
C (-3.06, -5.40, -2.75)  0.00
C (-1.72, -5.56, -2.43)  0.00
C (-1.00, -4.49, -1.92)  0.00
H (0.21, -2.16, -1.50)  0.00
H (-1.23, -1.15, -1.57)  0.00
H (-2.12, -3.58, 0.58)  0.01
H (-2.90, -4.10, 3.31)  0.00
H (-2.48, -2.68, 5.59)  0.00
H (-0.99, -0.54, 4.86)  0.00
H (-3.42, -2.14, -1.92)  0.00
H (-4.72, -4.04, -2.83)  0.00
H (-3.63, -6.24, -3.15)  0.00
H (-1.24, -6.52, -2.56)  0.00
H (0.04, -4.61, -1.66)  0.00
S (2.05, -0.24, 2.86)  0.34
C (2.57, 1.41, 3.03)  0.02
C (3.87, 1.68, 3.48)  -0.01
C (4.32, 2.98, 3.66)  0.01
C (5.66, 3.20, 4.11)  0.00
N (6.73, 3.36, 4.49)  0.00
C (3.45, 4.05, 3.38)  0.01
C (2.17, 3.80, 2.93)  -0.01
C (1.71, 2.49, 2.75)  0.01
S (0.08, 2.24, 2.18)  0.34
C (3.89, 5.41, 3.56)  0.00
N (4.23, 6.50, 3.69)  0.00
H (4.53, 0.85, 3.69)  -0.01
H (1.51, 4.63, 2.71)  -0.01
C (2.14, 2.92, -2.71)  0.00
C (2.27, 1.56, -2.09)  0.00
C (3.24, 0.64, -2.48)  0.00
C (3.34, -0.58, -1.85)  0.00
C (2.44, -0.85, -0.82)  0.00
Br (2.56, -2.52, 0.06)  0.01
N (1.51, -0.01, -0.43)  0.09
C (1.43, 1.18, -1.05)  -0.02
H (2.27, 2.87, -3.79)  0.00
H (2.90, 3.60, -2.32)  0.00
H (1.17, 3.37, -2.51)  0.00
H (3.92, 0.89, -3.29)  0.00
H (4.08, -1.31, -2.12)  0.00
H (0.66, 1.85, -0.68)  -0.02
C (-4.29, 0.52, -2.79)  0.01
S (-2.54, 0.62, -3.26)  0.00
C (-2.05, 2.03, -2.36)  0.05
C (-1.93, 2.14, -1.01)  -0.02
S (-2.25, 0.92, 0.19)  0.13
S (-1.44, 3.75, -0.47)  0.01
C (-1.32, 4.52, -2.01)  0.00
S (-0.83, 6.08, -2.22)  0.00
S (-1.73, 3.46, -3.30)  0.01
H (-4.71, -0.33, -3.31)  0.00
H (-4.81, 1.43, -3.10)  0.00
H (-4.37, 0.38, -1.71)  0.00

=====

The following is a DFT calculation (wB97M-V/def2-TZVPD) of C30H22CrO7 as an isolated structure.

Calculated values
- multiplicity = 4
- expectation value of S² = 3.802
- HOMO level (alpha / beta) (eV) = -7.6 / -11.5
- net charge = +1

Last column: Mulliken spin population.
CARTESIAN COORDINATES (ANGSTROEM)
O (-0.89, 5.31, 4.41)  0.04
C (-1.08, 4.18, 4.27)  -0.07
Cr (-1.56, 2.40, 3.81)  1.22
C (-1.36, 3.02, 2.01)  -0.03
O (-1.31, 3.51, 0.95)  0.00
C (-3.32, 3.13, 3.66)  -0.06
O (-4.29, 3.68, 3.47)  0.04
C (-1.60, 1.29, 5.61)  0.13
C (-0.28, 1.64, 5.32)  -0.03
C (0.27, 1.32, 4.07)  0.06
C (-0.48, 0.59, 3.12)  0.13
C (0.07, 0.38, 1.81)  0.16
C (0.28, 0.40, 0.62)  0.09
C (0.71, 0.33, -0.78)  0.12
C (-0.33, 0.90, -1.71)  0.19
C (-1.64, 0.46, -1.44)  0.19
C (-2.71, 0.88, -2.23)  -0.05
C (-2.47, 1.62, -3.39)  0.23
C (-1.16, 2.04, -3.67)  0.06
C (-0.12, 1.77, -2.78)  0.04
C (2.19, 0.74, -0.92)  0.07
C (3.02, 0.52, 0.20)  0.00
C (4.42, 0.64, 0.10)  -0.01
C (5.00, 1.06, -1.11)  0.03
C (4.17, 1.29, -2.22)  -0.01
C (2.81, 0.98, -2.16)  0.04
C (-1.82, 0.28, 3.42)  0.05
C (-2.36, 0.61, 4.67)  -0.03
H (-2.04, 1.60, 6.54)  0.02
H (0.34, 2.18, 6.02)  -0.01
H (1.27, 1.65, 3.76)  0.00
H (-1.89, -0.16, -0.57)  0.00
H (-3.75, 0.64, -1.98)  0.00
H (-3.25, 1.85, -4.12)  0.00
H (-0.89, 2.60, -4.57)  0.00
H (0.85, 2.27, -2.84)  0.00
H (2.63, 0.28, 1.21)  0.00
H (5.08, 0.40, 0.94)  0.00
H (6.08, 1.18, -1.24)  0.00
H (4.56, 1.63, -3.18)  0.00
H (2.22, 0.97, -3.06)  0.00
H (-2.42, -0.22, 2.64)  0.01
H (-3.38, 0.33, 4.88)  -0.01
C (-1.09, -4.82, -3.37)  0.00
C (-0.32, -4.04, -2.31)  0.01
C (0.55, -5.02, -1.56)  0.00
O (0.52, -3.07, -3.03)  0.01
C (1.14, -2.02, -2.38)  0.01
O (2.18, -1.65, -2.87)  0.03
C (0.54, -1.43, -1.12)  0.24
C (-0.61, -2.27, -0.65)  0.02
O (-1.17, -2.07, 0.46)  0.05
O (-1.16, -3.30, -1.40)  0.01
H (-1.67, -4.14, -3.98)  0.00
H (-0.36, -5.34, -4.00)  0.00
H (-1.74, -5.57, -2.91)  0.00
H (1.15, -4.55, -0.78)  0.00
H (-0.09, -5.78, -1.10)  0.00
H (1.20, -5.54, -2.26)  0.00
H (1.33, -1.55, -0.32)  0.01

=====

The following is a DFT calculation (wB97M-V/def2-TZVPD) of C30H22KN4O3S as an isolated structure.

Calculated values
- HOMO level (eV) = -3.1
- net charge = -1
- energy relative to the best compared isomer or geometry (same formula, charge and spin) (kJ/mol) = 56.7

Last column: Mulliken charge in e.
CARTESIAN COORDINATES (ANGSTROEM)
K (0.31, -0.27, -1.03)  0.71
O (2.45, 3.72, 0.24)  -0.85
C (2.00, 2.56, 0.12)  0.23
N (0.77, 2.08, 0.13)  -0.13
C (-0.34, 2.90, 0.40)  -0.02
C (-0.23, 4.24, 0.80)  -0.56
C (-1.34, 5.01, 1.10)  -0.61
C (-2.61, 4.47, 0.99)  -0.62
C (-2.75, 3.14, 0.61)  -0.32
C (-1.65, 2.33, 0.30)  -0.04
N (-1.82, 1.02, -0.16)  -0.11
C (-2.90, 0.33, 0.15)  0.19
O (-3.85, 0.59, 0.93)  -0.83
C (-3.04, -1.02, -0.56)  0.37
C (-4.23, -1.73, -0.35)  -0.38
C (-4.44, -2.93, -1.00)  -0.47
C (-3.46, -3.42, -1.84)  -0.61
C (-2.30, -2.67, -1.97)  -0.35
N (-2.09, -1.51, -1.35)  -0.06
C (3.11, 1.50, -0.05)  0.33
C (4.43, 1.94, 0.11)  -0.55
C (5.47, 1.05, -0.02)  -0.32
C (5.19, -0.28, -0.32)  -0.80
C (3.86, -0.63, -0.47)  -0.07
N (2.85, 0.22, -0.33)  0.04
H (0.75, 4.67, 0.87)  0.46
H (-1.21, 6.05, 1.41)  0.36
H (-3.49, 5.06, 1.22)  0.34
H (-3.73, 2.71, 0.55)  0.37
H (-4.95, -1.28, 0.32)  0.45
H (-5.37, -3.48, -0.85)  0.41
H (-3.57, -4.35, -2.37)  0.43
H (-1.48, -3.03, -2.59)  0.39
H (4.58, 2.99, 0.32)  0.45
H (6.50, 1.37, 0.10)  0.39
H (5.97, -1.02, -0.44)  0.38
H (3.58, -1.65, -0.72)  0.44
O (1.26, -2.88, -1.27)  -0.58
S (1.04, -3.20, 0.17)  0.52
C (-0.38, -4.28, 0.31)  0.25
C (-1.41, -3.87, 1.13)  -0.07
C (-2.54, -4.67, 1.25)  -0.55
C (-2.62, -5.86, 0.53)  -0.47
C (-1.59, -6.25, -0.31)  -0.71
C (-0.46, -5.46, -0.43)  -0.46
C (2.31, -4.40, 0.61)  -0.03
C (2.36, -4.92, 1.89)  -0.46
C (3.37, -5.81, 2.22)  -0.60
C (4.32, -6.17, 1.27)  -0.35
C (4.26, -5.63, -0.01)  -0.74
C (3.25, -4.73, -0.35)  0.10
H (-1.34, -2.93, 1.66)  0.46
H (-3.36, -4.35, 1.88)  0.43
H (-3.50, -6.48, 0.62)  0.40
H (-1.66, -7.17, -0.88)  0.38
H (0.36, -5.74, -1.09)  0.43
H (1.61, -4.64, 2.63)  0.39
H (3.42, -6.23, 3.22)  0.38
H (5.11, -6.86, 1.53)  0.38
H (5.01, -5.90, -0.75)  0.38
H (3.18, -4.29, -1.33)  0.48

=====

The following is a DFT calculation (wB97M-V/def2-TZVPD) of a 6-piece molecular cluster, C30H23BIO20S overall.

Calculated values
- HOMO level (eV) = -4.4
- net charge = -1

Last column: Mulliken charge in e.
CARTESIAN COORDINATES (ANGSTROEM)
S (0.69, 4.66, 3.20)  -0.35
B (-1.07, 4.80, 2.50)  0.20
I (-2.17, 2.81, 2.39)  -0.35
H (1.40, 4.25, 2.18)  0.00
H (-1.68, 5.48, 3.29)  -0.19
H (-1.13, 5.29, 1.40)  -0.22
C (1.51, -1.27, 6.41)  -1.19
C (0.78, -0.40, 7.11)  0.37
C (0.09, 0.77, 6.46)  1.01
O (-0.56, 1.49, 7.19)  -0.65
C (0.26, 0.97, 5.04)  -0.44
C (1.01, 0.10, 4.33)  0.13
C (1.67, -1.09, 4.98)  1.07
O (2.31, -1.85, 4.28)  -0.62
O (1.20, 0.22, 3.04)  -0.38
O (0.57, -0.48, 8.41)  -0.60
H (2.00, -2.12, 6.87)  0.42
H (-0.22, 1.82, 4.57)  0.28
H (1.72, -0.54, 2.71)  0.19
H (0.00, 0.28, 8.63)  0.38
C (-0.65, -2.96, 1.66)  -0.95
C (-1.68, -3.65, 1.15)  0.27
C (-1.72, -4.09, -0.29)  1.02
O (-2.70, -4.71, -0.65)  -0.51
C (-0.60, -3.75, -1.15)  -1.12
C (0.44, -3.06, -0.64)  0.27
C (0.48, -2.64, 0.80)  1.24
O (1.46, -2.04, 1.19)  -0.64
O (1.48, -2.71, -1.35)  -0.58
O (-2.74, -4.00, 1.85)  -0.62
H (-0.61, -2.64, 2.69)  0.53
H (-0.64, -4.05, -2.18)  0.45
H (2.08, -2.21, -0.74)  0.32
H (-3.32, -4.51, 1.24)  0.32
C (5.56, 3.07, -1.68)  -0.82
C (4.76, 3.65, -0.78)  0.10
C (3.64, 2.90, -0.10)  0.78
O (2.97, 3.50, 0.71)  -0.48
C (3.42, 1.51, -0.47)  -1.19
C (4.22, 0.94, -1.37)  0.60
C (5.35, 1.68, -2.03)  0.98
O (6.04, 1.06, -2.83)  -0.68
O (4.10, -0.32, -1.77)  -0.56
O (4.88, 4.91, -0.41)  -0.63
H (6.37, 3.60, -2.17)  0.47
H (2.60, 0.99, 0.01)  0.66
H (4.81, -0.46, -2.42)  0.36
H (4.18, 5.07, 0.25)  0.38
C (3.22, 5.33, -4.41)  -0.96
C (2.35, 4.82, -3.51)  0.12
C (1.13, 5.58, -3.07)  1.13
O (0.40, 5.03, -2.28)  -0.58
C (0.90, 6.90, -3.62)  -1.11
C (1.76, 7.41, -4.51)  0.39
C (2.97, 6.64, -4.97)  1.07
O (3.69, 7.18, -5.79)  -0.65
O (1.63, 8.60, -5.06)  -0.59
O (2.50, 3.64, -2.95)  -0.47
H (4.10, 4.79, -4.73)  0.47
H (0.02, 7.44, -3.28)  0.44
H (2.40, 8.70, -5.66)  0.37
H (1.74, 3.54, -2.34)  0.37
C (-6.98, -5.76, -2.80)  -0.92
C (-6.24, -5.48, -1.72)  0.36
C (-5.75, -6.56, -0.79)  1.03
O (-5.09, -6.22, 0.17)  -0.53
C (-6.08, -7.94, -1.09)  -1.13
C (-6.81, -8.21, -2.18)  0.36
C (-7.30, -7.14, -3.11)  1.08
O (-7.95, -7.49, -4.08)  -0.64
O (-7.17, -9.44, -2.53)  -0.58
O (-5.90, -4.26, -1.37)  -0.60
H (-7.34, -4.99, -3.47)  0.43
H (-5.73, -8.71, -0.42)  0.43
H (-7.69, -9.34, -3.36)  0.37
H (-5.34, -4.34, -0.57)  0.32